*i*
Here is 2 unconnected molecules or ions with the total composition C10H18O2Si from OMol25. Energies are from the ωB97M-V functional and the def2-TZVPD basis.

Last column: Mulliken charge in e.
Cartesian coordinates (Å):
C (2.9106, 1.1899, -3.6580)  -0.92
H (-3.1039, -1.1985, -1.0603)  0.46
H (3.0142, 1.2412, -0.1978)  0.36
H (-0.8592, -0.0224, 4.5124)  0.33
H (-0.4082, -0.9754, 2.3865)  0.23
H (1.5134, 1.9806, -0.3792)  0.53
H (-2.8246, -0.4398, 5.5054)  0.40
H (-2.8603, 0.2819, -2.1906)  0.27
H (1.5405, -2.0749, -2.9402)  0.42
H (1.0945, -1.7059, -1.1575)  0.19
H (2.6456, 0.8338, -4.6648)  0.28
H (-2.0958, -1.4087, -2.2153)  0.32
C (-1.3118, -0.1478, 0.6896)  0.39
H (1.5771, 0.5380, 0.2376)  0.26
C (-0.0731, 1.0159, -2.4501)  0.42
O (-1.5331, 0.9199, 2.7683)  -0.31
H (3.9759, 0.9029, -3.4296)  0.31
Si (1.6934, 0.4406, -2.3728)  0.22
C (-1.3814, -0.1409, -0.5480)  0.46
O (-0.7597, 1.5209, -3.2615)  -0.40
C (-2.9233, -0.2855, 4.4618)  -1.31
H (2.9929, 2.3195, -3.4357)  0.28
H (2.7704, -1.7999, -1.9427)  0.36
C (1.7694, -1.4525, -2.1195)  -1.00
H (-1.7679, 1.5659, 4.7783)  0.26
H (-3.6952, 0.2620, 4.1213)  0.39
C (-0.9529, -0.0347, 1.9807)  -0.76
C (1.9753, 1.1077, -0.6312)  -1.25
C (-2.3873, -0.6181, -1.5457)  -1.30
C (-1.6399, 0.5867, 4.1038)  -0.32
H (-2.9521, -1.2002, 4.0941)  0.42

LUMO (alpha / beta), eV: 0.05 / 0.61

=====

*ii*
Here is C10H18O2Si in the gas phase from OMol25. Energies are from the ωB97M-V functional and the def2-TZVPD basis.

Last column: Mulliken charge in e.
Cartesian coordinates (Å):
H (-3.8203, 0.3219, 1.0822)  0.36
H (0.8232, 0.0286, 2.8026)  0.30
H (-2.3985, 2.6451, 0.7091)  0.33
C (-1.7479, 2.2916, -0.1454)  -1.19
H (-1.3772, -1.3427, -2.3863)  0.43
H (4.1418, 2.0317, 1.0876)  0.28
H (3.4751, 0.4702, 1.4682)  0.28
H (0.5979, -2.1455, 1.6728)  0.34
C (3.9092, 1.0406, 0.6412)  -0.73
H (4.8126, 0.9620, 0.0514)  0.33
C (-0.0414, -1.7865, 0.8608)  -0.63
C (0.6449, -2.3412, -0.3536)  -0.44
C (1.7021, -1.7374, -0.9497)  -0.35
H (-0.8183, 2.7761, 0.0412)  0.34
O (2.8123, 1.4843, -0.2048)  -0.11
H (0.0372, 1.4064, 1.9021)  0.36
C (0.1602, 0.3885, 1.9641)  -1.10
H (2.0935, -2.1775, -1.8683)  0.41
H (-3.9858, -0.2454, -0.7001)  0.21
O (2.2550, -0.6149, -0.3568)  -0.28
H (-1.0916, -2.1904, 0.9499)  0.16
H (-3.3167, -1.2575, 0.7165)  0.34
C (1.9548, 0.6349, -0.6781)  -0.07
C (-0.2247, -0.3252, 0.8637)  0.74
H (-1.9376, 0.1754, -2.9141)  0.38
C (-3.3519, -0.2458, 0.3075)  -1.12
C (-1.3178, -0.3139, -2.1151)  -1.26
H (-0.3342, -0.0196, -2.3446)  0.40
Si (-1.6188, 0.3593, -0.2685)  0.43
H (0.2512, -3.1468, -0.8739)  0.52
H (-2.2884, 2.8737, -0.9617)  0.35

LUMO, eV: 0.85

=====

Stability verdict: *ii*, ahead by 205.4 kJ/mol

=====

*i*
Here is C10H16N2O2 in the gas phase from OMol25. Energies are from the ωB97M-V functional and the def2-TZVPD basis.

Last column: Mulliken charge in e.
Cartesian coordinates (Å):
H (2.8247, -1.7019, 3.3251)  0.44
H (-2.6150, 4.1118, -0.7608)  0.33
C (2.2858, -1.5451, 2.4563)  -0.91
C (0.2913, 0.4697, -0.5304)  -0.96
H (-2.3263, 1.8106, -1.1931)  0.41
C (-1.5359, 2.2976, -0.7218)  -0.62
H (1.2495, 0.0442, -2.4666)  0.32
N (0.7471, 0.2165, 1.6616)  0.12
C (0.2734, -0.1303, -1.9427)  -1.38
H (-0.4545, 0.4402, -2.6014)  0.30
H (-3.1374, 2.9647, 0.5308)  0.27
H (-1.0409, 3.4290, 1.5865)  0.43
C (3.3056, -1.1046, 1.3769)  -0.58
H (0.1334, -1.1852, -2.0994)  0.37
C (1.2204, -0.4228, 2.8438)  -0.41
C (-0.2259, 1.1665, 1.4452)  1.02
H (3.8532, -0.1859, 1.5357)  0.32
C (-2.2338, 3.3974, 0.0331)  -0.66
H (1.7772, 0.3189, 3.3495)  0.31
O (-1.3538, 4.0503, 0.9407)  -0.61
O (-0.5520, 1.9650, 2.3164)  -0.89
N (1.1619, -0.1702, 0.4179)  0.26
C (-0.4719, 1.4276, 0.0129)  0.65
H (3.9829, -1.9270, 1.1704)  0.35
H (1.9729, -1.8748, -0.2518)  0.36
H (0.3852, -0.7415, 3.4726)  0.33
H (-0.9435, 2.7411, -1.5777)  0.36
H (1.8737, -2.4618, 2.1530)  0.36
C (2.4281, -0.9527, 0.1519)  -0.52
H (3.0000, -0.5721, -0.7592)  0.24

SMILES string: Cc1c(CCO)c(=O)n2n1CCCC2
LUMO, eV: 0.58

=====

*ii*
Here is 4 unconnected molecules or ions with the total composition C10H16N2O2 from OMol25. Energies are from the ωB97M-V functional and the def2-TZVPD basis.

Last column: Mulliken charge in e.
Cartesian coordinates (Å):
O (1.0156, 0.4656, 0.4379)  -0.36
H (5.9701, -1.0911, -4.4535)  0.30
H (3.7688, 0.2734, -4.4086)  0.25
N (3.8926, -0.7033, -4.6365)  -0.35
C (-5.6760, -0.3530, 2.8890)  -0.68
H (5.4270, -1.7483, -5.8621)  0.28
C (3.6756, -1.5940, -3.4208)  -0.77
C (5.2005, -0.8972, -5.2222)  -0.77
H (-5.6035, -1.3326, 3.4629)  0.28
H (-7.6182, -0.3080, 2.2502)  0.26
H (-0.0576, 1.8915, 4.3634)  0.26
H (0.4764, 0.9584, 2.9916)  0.16
H (-6.8253, 1.9888, 1.0643)  0.44
H (2.5627, -1.7055, -3.3247)  0.27
H (-4.2743, 2.3121, 1.5775)  0.51
H (-0.3981, 0.0560, 4.3616)  0.23
H (3.8353, -1.0986, -2.4451)  0.28
C (-4.5241, 0.4296, 2.7127)  1.10
O (0.1938, 2.5659, 0.1014)  -0.36
C (-3.2777, 0.1480, 3.2682)  -0.80
H (-1.7560, 1.9355, 2.2582)  0.29
C (-0.3449, 1.0089, 3.7249)  -0.63
C (-1.6380, 1.3800, 3.1748)  -0.42
C (-6.1772, 1.3869, 1.6383)  -0.61
N (-6.6776, 0.1643, 2.1819)  -0.07
C (-4.8203, 1.5209, 1.8706)  -0.61
H (-3.1993, -0.6105, 4.0486)  0.28
C (0.6110, 1.5276, 0.3481)  0.73
H (5.5548, 0.1290, -5.8891)  0.22
H (4.1988, -2.6258, -3.3930)  0.28

LUMO (alpha / beta), eV: 0.52 / 0.52

=====

Stability verdict: *i*, ahead by 417.4 kJ/mol

=====

*i*
Here is a gas-phase ion, C4H8NOS (charge -1) from OMol25. Energies are from the ωB97M-V functional and the def2-TZVPD basis.

Last column: Mulliken charge in e.
Cartesian coordinates (Å):
C (-0.2509, -1.1862, 1.2838)  -0.75
C (0.0811, 1.7234, -0.0890)  -0.93
H (0.8980, 1.4209, 0.5664)  0.36
H (-0.3433, 0.9642, -2.0580)  0.28
H (1.1374, -2.2020, 0.0228)  0.24
O (1.1954, -1.0294, -2.0314)  -0.71
H (-1.2941, -1.4458, 1.1354)  0.23
S (-1.2805, 2.3323, 0.9869)  -0.64
H (0.4609, 2.5569, -0.6875)  0.27
C (0.5417, -0.6483, -1.0575)  0.49
H (-0.1832, -0.1616, 1.6500)  0.23
H (-1.3521, 0.2987, -0.8306)  0.32
C (-0.3176, 0.5862, -1.0492)  -0.56
N (0.5384, -1.3954, 0.0803)  -0.15
H (0.1686, -1.8139, 2.0775)  0.32

Charge: -1
SMILES string: CNC(=O)CC[S-]
LUMO, eV: 3.68

=====

*ii*
Here is a gas-phase ion, C4H8NOS (charge -1) from OMol25. Energies are from the ωB97M-V functional and the def2-TZVPD basis.

Last column: Mulliken charge in e.
Cartesian coordinates (Å):
C (0.0324, 1.0054, -1.1538)  -0.88
H (-0.0170, 0.2768, -1.9719)  0.29
H (0.2416, 0.9749, 0.9433)  0.18
C (-1.9383, -0.5152, 1.0241)  0.06
C (0.2790, 0.2316, 0.1377)  0.24
H (1.7223, -1.0535, -0.7757)  0.31
O (-2.8728, -1.2965, 1.1113)  -0.63
C (1.6147, -0.4889, 0.1499)  -1.38
H (2.4612, 0.1641, 0.3005)  0.35
H (-0.7613, -1.6056, -0.1307)  0.25
H (-0.9392, 1.4894, -1.0811)  0.25
N (-0.7675, -0.7522, 0.4112)  -0.12
H (1.6036, -1.1992, 0.9883)  0.42
S (1.3018, 2.2749, -1.4448)  -0.63
H (-1.9604, 0.4939, 1.4919)  0.29

Charge: -1
SMILES string: C[C@@H](C[S-])NC=O
LUMO, eV: 3.73

=====

Stability verdict: *ii*, ahead by 17.1 kJ/mol

=====

*i*
Here is C6H9NO2S in the gas phase from OMol25. Energies are from the ωB97M-V functional and the def2-TZVPD basis.

Last column: Mulliken charge in e.
Cartesian coordinates (Å):
S (1.3344, 1.6073, -0.0955)  -0.15
H (0.5629, -1.3343, -0.1633)  0.47
O (0.5890, -0.8409, -3.2677)  -0.70
H (-1.6303, 0.3469, 0.5268)  0.34
C (-0.6109, -0.0989, 2.8604)  -0.70
C (0.2071, 0.4958, 2.0837)  0.11
H (-0.1276, 1.1592, -1.9797)  0.43
C (-1.4791, 0.9845, -0.2888)  -1.17
H (-1.3070, 0.4193, 3.4595)  0.30
C (0.3468, -0.6693, -1.0123)  -0.57
H (1.7828, -2.8643, -2.5343)  0.33
C (-0.1580, 0.7918, -0.9376)  0.06
H (2.1922, 1.2892, 2.2567)  0.26
H (-2.3448, 0.6572, -1.0334)  0.34
C (1.2704, 1.0113, 1.5769)  -0.14
O (1.1126, -2.6400, -1.8877)  -0.48
H (-0.8246, -1.2031, 2.6153)  0.25
H (-1.5871, 2.1235, -0.0681)  0.25
N (0.6714, -1.2352, -2.1113)  0.76

SMILES string: C=C=CS[C@H](C)/C=[N+](\[O-])O
LUMO, eV: 0.59

=====

*ii*
Here is C6H9NO2S in the gas phase from OMol25. Energies are from the ωB97M-V functional and the def2-TZVPD basis.

Last column: Mulliken charge in e.
Cartesian coordinates (Å):
H (1.3768, -3.6390, 3.0436)  0.35
H (-2.2761, -0.0864, -1.4192)  0.38
C (1.2840, 3.5538, -0.2222)  -1.26
H (1.1543, -0.9001, -1.4429)  0.30
N (-0.7012, -0.8922, -0.4504)  0.02
C (0.1441, -3.1816, 1.6147)  0.53
C (-2.0042, -0.3720, -0.4711)  -0.93
C (0.8701, 2.2409, -0.6803)  0.77
O (-0.0072, -4.1659, 0.9561)  -0.46
H (1.3797, 4.0111, -1.1324)  0.36
H (-0.2711, -0.2612, -2.2761)  0.38
H (2.1920, 3.6612, 0.3929)  0.29
H (-2.0751, 0.5847, 0.2028)  0.30
O (0.6367, -2.9889, 2.8456)  -0.42
C (0.2512, -0.2658, -1.3141)  -1.25
S (-0.1750, -1.3368, 1.1706)  -0.10
C (0.5901, 1.1077, -0.9458)  0.19
H (0.3772, 4.0907, 0.2331)  0.27
H (-2.7462, -1.1604, -0.1051)  0.28

SMILES string: CC#CCN(C)SC(=O)O
LUMO, eV: 0.40

=====

Stability verdict: *ii*, ahead by 282.4 kJ/mol